A cluster of 2 separate species, C6H13ClO4P in total at a distorted geometry. Source: the OMol25 dataset; level of theory: ωB97M-V/def2-TZVPD.

Geometry as ORCA input:
```
! RIJCOSX wB97M-V def2-TZVPD def2/J DEFGRID3
* xyz -1 1
C 1.14142 -1.95575 0.06467
C 0.64142 -4.16516 1.27414
C -1.50260 2.46914 -2.28788
C -1.36430 1.96411 -0.89566
C 0.57106 -2.64046 1.36542
C 0.17704 -1.97376 2.44609
O 0.83527 3.71962 -1.04673
O 2.20088 1.95089 0.48410
O -1.45554 3.89228 -2.47587
O -0.07292 1.44047 -0.58030
P 0.91990 2.60915 -0.01046
Cl -0.48506 -2.44596 3.93032
H 1.48242 -2.79818 -0.49617
H 0.42732 -1.42232 -0.46585
H 2.06793 -1.34787 0.20557
H 1.66095 -4.52137 0.94108
H 0.51135 -4.57383 2.32479
H -0.15012 -4.54291 0.69588
H -2.51706 2.03796 -2.59097
H -0.75873 2.27775 -3.06089
H -1.98780 1.07712 -0.68685
H -1.64184 2.93205 -0.35871
H -0.07176 2.91394 1.01070
H 0.00642 -0.94756 2.21856
H -0.63567 4.05067 -2.00498
*
```

* maximum force: 3.47 eV/Å
* total energy: -1339.0067 Ha
* LUMO: 2.763 eV
* orbital gap: 8.44 eV

A structure of composition C37H26F5N2NiO2P2S. Source: the OMol25 dataset; level of theory: ωB97M-V/def2-TZVPD.

Geometry as ORCA input:
```
! RIJCOSX wB97M-V def2-TZVPD def2/J DEFGRID3
* xyz 1 3
Ni 1.43476 -0.61057 0.30074
F 7.25714 -2.05582 -2.96291
C 6.47798 -1.24192 -2.28955
C 5.46249 -1.75847 -1.48827
F 5.27282 -3.06906 -1.39968
C 4.64868 -0.88419 -0.81328
F 3.63752 -1.36614 -0.07377
C 4.79080 0.50920 -0.88739
S 3.69195 1.49074 -0.02937
C 5.83121 0.99625 -1.69566
F 6.02113 2.29345 -1.81153
C 6.65549 0.13366 -2.39168
F 7.61407 0.61241 -3.16951
O 0.67854 1.38544 0.14554
P -0.43076 1.87117 1.03254
C -2.07183 1.31199 0.40239
P -1.71877 -0.27478 -0.44516
O -0.70449 -1.04979 0.34472
C -1.19154 0.16760 -2.11822
C -2.10476 0.83022 -2.93615
C -1.72801 1.25264 -4.20033
C -0.44420 0.99226 -4.65581
C 0.45700 0.29722 -3.86116
C 0.08532 -0.10878 -2.58972
C -3.22802 -1.24220 -0.58906
C -4.38481 -0.96861 0.13041
C -5.44976 -1.85613 0.08217
C -5.35710 -3.01122 -0.67842
C -4.20232 -3.28409 -1.40155
C -3.13684 -2.40286 -1.35710
C -0.43726 3.66542 1.13010
C 0.73218 4.32050 0.75433
C 0.81393 5.69937 0.86696
C -0.26404 6.41731 1.36370
C -1.43207 5.76471 1.73409
C -1.52504 4.38848 1.61402
C -0.33070 1.23241 2.72774
C 0.73520 0.43387 3.12721
C 0.84708 0.03046 4.44875
C -0.10396 0.42656 5.37723
C -1.17518 1.21539 4.98567
C -1.28478 1.62116 3.66613
H -2.51703 2.03594 -0.27995
H -2.72915 1.14230 1.25610
H -3.11080 1.01583 -2.57455
H -2.43115 1.78625 -4.82537
H -0.14485 1.33503 -5.63760
H 1.44722 0.07905 -4.23992
H 0.79863 -0.62063 -1.95126
H -4.46303 -0.06750 0.72526
H -6.34617 -1.65004 0.65135
H -6.18881 -3.70223 -0.70698
H -4.13778 -4.18524 -1.99689
H -2.22970 -2.59919 -1.91866
H 1.56340 3.74459 0.37053
H 1.71785 6.21193 0.56682
H -0.19668 7.49256 1.46247
H -2.27205 6.33022 2.11474
H -2.44513 3.88482 1.88577
H 1.50405 0.14124 2.41532
H 1.68627 -0.57797 4.75986
H -0.00448 0.12751 6.41218
H -1.91770 1.52396 5.70907
H -2.11686 2.24795 3.36877
N -1.88848 -5.42725 2.55145
C -1.12052 -4.98890 1.81819
C -0.19116 -4.43556 0.88213
C -0.04742 -4.99523 -0.38498
C 0.84480 -4.40788 -1.26272
C 1.52302 -3.27028 -0.85929
N 1.37080 -2.71749 0.34757
C 0.55042 -3.30660 1.21198
H -0.63089 -5.86220 -0.66312
H 1.00983 -4.81493 -2.25005
H 2.21400 -2.78904 -1.53899
H 0.46050 -2.85627 2.19156
*
```

* maximum force: 0.88 eV/Å
* <S²>: 2.03
* total energy: -4773.9120 Ha
* LUMO (alpha / beta): -2.395 / -5.110 eV
* orbital gap (alpha / beta): 8.96 / 5.32 eV

A structure of composition C27H42N3PdSSbSi3. Source: the OMol25 dataset; level of theory: ωB97M-V/def2-TZVPD.

Geometry as ORCA input:
```
! RIJCOSX wB97M-V def2-TZVPD def2/J DEFGRID3
* xyz 2 5
Pd -0.16255 0.34583 -0.23308
C -4.14840 0.82274 -2.99037
Sb -2.91931 0.53356 -1.26108
C -0.98488 0.45436 -2.26556
C -1.04078 -0.76992 -3.00962
C -0.04674 -1.18763 -3.90010
C -0.19060 -2.41578 -4.52267
C -1.31819 -3.17736 -4.25457
C -2.27160 -2.67977 -3.36868
N -2.13976 -1.51492 -2.75839
Si -0.12041 2.05807 -2.83056
C 1.74624 1.91395 -2.75738
C -0.81057 3.42446 -1.75187
C -0.67453 2.33256 -4.59432
C -3.53859 -0.89928 0.27024
C -2.52602 -2.01551 0.24976
C -2.93397 -3.31242 0.55908
C -2.03905 -4.36045 0.48720
C -0.73618 -4.10202 0.08694
C -0.39058 -2.79220 -0.16150
N -1.24310 -1.76630 -0.05242
Si -5.35730 -1.43233 -0.22002
C -6.21103 -2.42832 1.11098
C -6.40791 0.10491 -0.50286
C -5.27058 -2.47992 -1.76731
Si -3.50196 -0.03260 2.02292
C -1.89294 0.88983 2.29821
C -4.88444 1.20778 2.16554
C -3.59960 -1.34992 3.34162
H -4.37365 1.88330 -3.06791
H -5.06463 0.25678 -2.90384
H -3.54907 0.48629 -3.83453
H 0.81770 -0.56588 -4.08401
H 0.56126 -2.77095 -5.20965
H -1.47043 -4.13816 -4.72368
H -3.16609 -3.24542 -3.14799
H 2.10581 1.19492 -2.01456
H 2.18259 2.88473 -2.52264
H 2.13733 1.61730 -3.72957
H -0.68531 3.24509 -0.68048
H -1.87807 3.55945 -1.94019
H -0.33639 4.37482 -1.99435
H -0.50275 1.44626 -5.20403
H -0.12995 3.15632 -5.05161
H -1.73617 2.57485 -4.64392
H -3.95344 -3.49466 0.85534
H -2.35589 -5.36417 0.72878
H -0.00477 -4.88784 -0.01722
H 0.61933 -2.54235 -0.47830
H -6.04518 -2.07077 2.12244
H -5.95806 -3.48558 1.07576
H -7.28225 -2.35609 0.92097
H -7.01102 0.32249 0.37584
H -7.10153 -0.09285 -1.31953
H -5.88156 1.02478 -0.74684
H -4.79106 -3.43770 -1.57856
H -4.74682 -1.99692 -2.58730
H -6.28740 -2.68964 -2.09940
H -1.74904 1.74165 1.61464
H -1.01690 0.23065 2.26319
H -1.93301 1.30652 3.30637
H -4.88346 1.94219 1.35934
H -4.74296 1.75595 3.09672
H -5.87087 0.75429 2.20925
H -3.01707 -2.23671 3.10042
H -4.61689 -1.66167 3.56184
H -3.18908 -0.93620 4.26255
S 1.65713 -0.58483 1.05820
C 2.16824 1.02684 1.30864
C 3.32830 1.36366 2.00676
C 3.68345 2.70335 2.07977
C 2.87197 3.63856 1.46683
C 1.71286 3.21703 0.79989
N 1.35759 1.94909 0.72575
H 3.92367 0.58797 2.46215
H 4.57692 3.00693 2.60334
H 3.11254 4.69055 1.49611
H 1.05895 3.93943 0.33043
*
```

* maximum force: 0.79 eV/Å
* <S²>: 6.05
* total energy: -2852.5789 Ha
* LUMO (alpha / beta): -5.021 / -8.601 eV
* orbital gap (alpha / beta): 8.27 / 5.85 eV

A cluster of 2 separate species, C2H6NO2 in total at a distorted geometry. Source: the OMol25 dataset; level of theory: ωB97M-V/def2-TZVPD.

Geometry as ORCA input:
```
! RIJCOSX wB97M-V def2-TZVPD def2/J DEFGRID3
* xyz 1 1
C 2.01818 0.41224 -1.25452
N 1.47582 -0.68572 -0.88478
H 2.20256 1.12358 -0.45463
H 2.40423 0.50445 -2.26252
H 0.79338 -1.23055 -1.42233
H 1.14486 -0.72103 0.08641
O -0.80831 -0.22533 0.30675
C -1.83938 -0.00119 0.88715
O -2.09037 -0.20164 2.16040
H -2.65819 0.52048 0.34585
H -2.64277 0.50470 2.49224
*
```

* maximum force: 2.21 eV/Å
* total energy: -284.7501 Ha
* LUMO: -5.630 eV
* orbital gap: 9.50 eV

A structure of composition C22H19CdNO12P2S3 at a distorted geometry. Source: the OMol25 dataset; level of theory: ωB97M-V/def2-TZVPD.

Geometry as ORCA input:
```
! RIJCOSX wB97M-V def2-TZVPD def2/J DEFGRID3
* xyz -2 1
Cd -0.20420 0.69559 1.58680
C -4.19105 3.21472 1.66578
C -2.69538 3.19712 1.93832
O -2.28476 4.52369 2.35370
P -1.77488 2.86742 0.35847
O -1.97352 4.28896 -0.38312
O -2.37565 1.79434 -0.49440
O -0.30106 2.69106 0.69486
P -2.35355 1.98233 3.30702
O -0.86433 2.57616 3.68372
O -3.27190 2.15510 4.45121
O -2.15165 0.61995 2.67026
H -4.42498 3.95696 0.89972
H -4.72392 3.45001 2.58725
H -4.50838 2.23533 1.30713
H -1.47043 4.41164 2.86309
H -1.81478 4.98348 0.27352
H -1.14549 0.63846 -0.96075
H -0.35657 1.98730 4.25344
O 2.59223 -5.66457 3.21955
C 1.39672 -5.53317 2.89566
O 0.55486 -6.39993 2.57661
C 0.95148 -4.07527 2.62519
C -0.35506 -3.79595 2.24321
C -0.71154 -2.49460 1.95014
N 0.15687 -1.48499 2.02559
C 1.40686 -1.72538 2.44354
C 1.83601 -3.00916 2.74051
C 2.34709 -0.51703 2.60427
O 3.51276 -0.74493 2.89351
O 1.82067 0.64513 2.43738
H -1.05892 -4.61275 2.16048
H -1.71116 -2.23276 1.62328
H 2.85441 -3.18064 3.05507
O -0.42022 -0.03617 -0.87080
C 0.37261 -0.14801 -2.04692
C -0.50516 -0.38150 -3.26771
C -0.37608 -1.35172 -4.21515
C -1.35862 -1.25895 -5.24092
C -2.21292 -0.21782 -5.04040
S -1.84021 0.64952 -3.61867
C 1.21764 1.10392 -2.23289
C 1.84463 1.81635 -1.25836
C 2.64621 2.86933 -1.77876
C 2.62255 2.92242 -3.13895
S 1.61150 1.70928 -3.79518
C 1.29075 -1.33537 -1.83042
C 2.63348 -1.42560 -2.04061
C 3.16013 -2.70281 -1.69169
C 2.19881 -3.54933 -1.22944
S 0.66273 -2.80878 -1.21513
H 0.39937 -2.10428 -4.17523
H -1.42731 -1.94208 -6.07614
H -3.05546 0.07735 -5.64612
H 1.73907 1.60718 -0.20388
H 3.20931 3.55225 -1.15845
H 3.12444 3.62055 -3.79040
H 3.23246 -0.59885 -2.39760
H 4.20833 -2.95992 -1.74781
H 2.31513 -4.55059 -0.84240
*
```

* maximum force: 1.28 eV/Å
* total energy: -3852.8450 Ha
* LUMO: 3.662 eV
* orbital gap: 7.02 eV

Repeat the fifth record exactly.
A structure of composition C22H19CdNO12P2S3 at a distorted geometry. Source: the OMol25 dataset; level of theory: ωB97M-V/def2-TZVPD.

Geometry as ORCA input:
```
! RIJCOSX wB97M-V def2-TZVPD def2/J DEFGRID3
* xyz -2 1
Cd -0.20420 0.69559 1.58680
C -4.19105 3.21472 1.66578
C -2.69538 3.19712 1.93832
O -2.28476 4.52369 2.35370
P -1.77488 2.86742 0.35847
O -1.97352 4.28896 -0.38312
O -2.37565 1.79434 -0.49440
O -0.30106 2.69106 0.69486
P -2.35355 1.98233 3.30702
O -0.86433 2.57616 3.68372
O -3.27190 2.15510 4.45121
O -2.15165 0.61995 2.67026
H -4.42498 3.95696 0.89972
H -4.72392 3.45001 2.58725
H -4.50838 2.23533 1.30713
H -1.47043 4.41164 2.86309
H -1.81478 4.98348 0.27352
H -1.14549 0.63846 -0.96075
H -0.35657 1.98730 4.25344
O 2.59223 -5.66457 3.21955
C 1.39672 -5.53317 2.89566
O 0.55486 -6.39993 2.57661
C 0.95148 -4.07527 2.62519
C -0.35506 -3.79595 2.24321
C -0.71154 -2.49460 1.95014
N 0.15687 -1.48499 2.02559
C 1.40686 -1.72538 2.44354
C 1.83601 -3.00916 2.74051
C 2.34709 -0.51703 2.60427
O 3.51276 -0.74493 2.89351
O 1.82067 0.64513 2.43738
H -1.05892 -4.61275 2.16048
H -1.71116 -2.23276 1.62328
H 2.85441 -3.18064 3.05507
O -0.42022 -0.03617 -0.87080
C 0.37261 -0.14801 -2.04692
C -0.50516 -0.38150 -3.26771
C -0.37608 -1.35172 -4.21515
C -1.35862 -1.25895 -5.24092
C -2.21292 -0.21782 -5.04040
S -1.84021 0.64952 -3.61867
C 1.21764 1.10392 -2.23289
C 1.84463 1.81635 -1.25836
C 2.64621 2.86933 -1.77876
C 2.62255 2.92242 -3.13895
S 1.61150 1.70928 -3.79518
C 1.29075 -1.33537 -1.83042
C 2.63348 -1.42560 -2.04061
C 3.16013 -2.70281 -1.69169
C 2.19881 -3.54933 -1.22944
S 0.66273 -2.80878 -1.21513
H 0.39937 -2.10428 -4.17523
H -1.42731 -1.94208 -6.07614
H -3.05546 0.07735 -5.64612
H 1.73907 1.60718 -0.20388
H 3.20931 3.55225 -1.15845
H 3.12444 3.62055 -3.79040
H 3.23246 -0.59885 -2.39760
H 4.20833 -2.95992 -1.74781
H 2.31513 -4.55059 -0.84240
*
```

* maximum force: 1.28 eV/Å
* total energy: -3852.8450 Ha
* LUMO: 3.662 eV
* orbital gap: 7.02 eV

Among the records above, which one has the lowest total energy? C37H26F5N2NiO2P2S

Which of these has the highest maximum force? C6H13ClO4P

Which of these has the lowest maximum force? C27H42N3PdSSbSi3